[1]
C5H4DyLiO6 | ωB97M-V/def2-TZVPD

```
17
Properties=species:S:1:pos:R:3
H -1.487 -0.718 2.350
O -0.583 -2.498 -0.929
H 0.236 -0.642 -1.395
Dy 1.637 2.596 0.653
O 4.396 6.484 0.656
H 1.244 -1.760 -0.532
O -2.280 -1.053 -1.230
O -2.505 -3.183 -1.794
C -1.041 -1.299 1.542
H -1.246 -2.367 1.474
C -1.848 -2.225 -1.343
C -0.042 -0.664 0.759
C 0.209 -1.388 -0.589
C 3.787 5.519 0.689
O 0.312 0.511 0.965
Li -3.946 -1.846 -1.997
O 3.157 4.534 0.723
```

Output
- HOMO (alpha / beta): -0.75501 / -0.79185 Ha
- Orbital gap (alpha / beta): 5.2 / 9.1 eV
- 2S+1: 7
- Strongest force on any atom: 5.71 eV Å⁻¹
- LUMO (alpha / beta): -15.3945 / -12.4700 eV
- E: -1535.8462 Eh
- Charge: +3

[2]
C30H51BrN10O4PSSb2V | ωB97M-V/def2-TZVPD

```
101
Properties=species:S:1:pos:R:3
C -2.310 -0.264 3.195
N -1.383 1.049 4.551
N -0.564 0.884 3.589
H 1.366 1.919 -2.560
C -0.503 -6.411 0.740
H -1.661 -3.619 -0.949
H 3.008 -2.616 -3.607
H 0.499 -5.363 -3.824
C 2.241 0.375 2.381
C -1.106 4.375 -3.534
Sb -1.529 2.320 -0.506
C -0.670 -4.920 0.495
H -1.318 -3.180 -3.540
H 0.235 5.711 -4.537
H 0.193 -1.219 -5.739
H -1.928 0.377 -5.504
N -4.094 -1.396 -0.728
H 4.201 -1.097 -0.636
H -1.991 5.001 -0.189
C -3.316 2.264 0.667
H 2.809 2.392 -1.647
C 0.678 -0.830 -4.842
H 1.159 0.122 -5.073
C 2.115 -4.397 -2.767
C -1.702 3.113 -3.479
C -0.210 4.724 -4.529
S 2.405 0.016 -1.624
H -1.358 5.097 -2.766
N -4.438 -1.493 0.577
C 1.741 -1.815 2.768
H 0.799 4.048 -6.307
C -1.511 -4.678 -0.752
Br 1.941 1.953 1.389
H -3.919 1.400 0.389
H 2.984 -5.384 -1.040
H -3.074 2.201 1.728
N 1.562 -0.710 2.037
H -0.086 -6.907 -0.136
H 1.678 -6.292 -1.814
H -3.278 1.964 -2.520
H 1.074 -3.873 -4.581
H 0.166 -6.583 1.584
H -0.265 1.828 -6.261
C 2.405 1.657 -2.346
H 3.618 -3.162 5.249
H 2.784 -4.016 3.947
C -2.614 2.803 -2.330
C 3.295 -0.730 4.185
O 0.141 -2.103 -0.421
O 1.127 -3.632 -2.026
N -1.115 0.027 2.674
O 0.702 -4.422 0.380
H 1.863 -3.320 5.278
N -3.231 -1.109 2.595
H 3.268 -6.194 -2.588
H 1.200 -2.697 2.446
H 2.041 -5.353 -4.698
H -3.881 3.177 0.478
C -1.122 4.373 0.011
H 4.477 0.658 -0.573
H -2.069 -2.259 -4.870
H 3.815 -3.213 -2.156
H -2.820 -2.286 -3.247
H -1.472 -6.861 0.964
N -2.317 -0.905 0.390
C 2.534 -5.642 -1.997
C -3.325 -1.177 1.211
H -2.332 -4.564 1.827
N -2.866 -1.055 -0.848
H 4.023 -4.069 -3.701
C -1.881 -2.283 -3.796
H 2.968 1.702 -3.279
H 4.770 -0.234 -2.086
H 3.642 1.341 3.670
C 4.137 -0.168 -1.201
N -2.524 0.333 4.347
P 1.223 -3.187 -0.494
C -1.294 -4.247 1.707
H 3.976 -0.728 5.028
H -2.489 -5.138 -0.601
H -1.295 -3.163 1.599
H -2.972 0.742 -4.121
H -0.264 4.761 -0.536
V -0.252 -0.712 0.915
H 1.449 -1.521 -4.508
O 2.605 -2.885 -0.063
H -0.898 4.404 1.078
H -1.046 -5.128 -1.630
C 3.320 -3.515 -3.075
C 2.724 -3.165 4.626
C 1.388 -4.770 -4.047
C -1.394 2.180 -4.483
C -1.951 0.790 -4.495
H -4.126 -1.121 3.059
H -0.744 -4.504 2.615
C 0.102 3.799 -5.516
C 3.128 0.421 3.439
Sb -0.757 -0.550 -3.257
C -0.493 2.550 -5.485
C 2.596 -1.881 3.858
H -3.218 3.676 -2.075
```

Output
- HOMO (alpha / beta): -0.16282 / -0.14510 Ha
- Energy relative to the best compared isomer or geometry (same formula, charge and spin): 0.0 kJ/mol
- Orbital gap (alpha / beta): 6.7 / 6.3 eV
- 2S+1: 2
- Strongest force on any atom: 1.13 eV Å⁻¹
- LUMO (alpha / beta): 2.3112 / 2.3112 eV
- E: -6760.5397 Eh
- Charge: -1

[3]
C3H3NO4 | ωB97M-V/def2-TZVPD

```
11
Properties=species:S:1:pos:R:3
O 0.641 1.632 -1.624
C -0.823 0.098 -0.377
C 0.325 0.742 -0.647
O -2.077 0.419 -0.896
O -0.560 -0.928 0.552
O 1.295 -1.595 1.702
N 1.295 0.177 0.107
C 0.697 -0.702 0.840
H 1.585 2.003 -1.392
H -2.824 0.091 -0.323
H 0.445 -1.935 2.057
```

Output
- SMILES: Oc1nc(O)c(O)o1
- HOMO: -0.29899 Ha
- Energy relative to the best compared isomer or geometry (same formula, charge and spin): 223.9 kJ/mol
- Orbital gap: 8.5 eV
- Strongest force on any atom: 3.63 eV Å⁻¹
- LUMO: 0.3639 eV
- E: -471.7879 Eh
- Charge: 0

[4]
C32H22AuCl4N2O3PS | ωB97M-V/def2-TZVPD

```
66
Properties=species:S:1:pos:R:3
C -3.811 2.859 0.553
C -2.439 2.673 0.481
Cl 4.965 -0.987 0.898
H -4.226 3.846 0.389
H -3.147 -2.243 -5.554
C -1.581 -3.207 -4.449
C 2.825 -0.926 2.522
H -1.792 3.510 0.253
C -1.797 -3.174 -2.058
C -0.103 -3.364 -0.269
H -4.753 -0.317 1.286
H -5.721 1.943 0.896
O 0.922 -0.831 3.917
H 1.271 -0.522 -4.617
H -1.117 -0.252 -4.029
S 0.186 -3.723 1.377
N -1.339 -3.517 -0.762
C 4.375 -0.516 4.865
H -2.035 -3.620 -0.039
C 0.990 -0.210 -3.619
C -2.997 -2.476 -2.175
C -0.350 -0.051 -3.292
C 1.970 0.027 -2.658
C 1.609 0.420 -1.380
C 1.986 5.082 1.382
C -4.650 1.789 0.838
P -0.121 1.072 0.660
N 0.880 -2.929 -1.059
C -0.713 0.367 -2.017
C -3.480 -2.149 -3.432
Cl 2.227 -0.412 6.500
H 1.732 -2.676 -0.581
C -2.769 -2.503 -4.573
H -1.762 0.498 -1.777
C 1.704 4.223 2.435
Au -0.157 -1.179 1.644
H 2.375 0.567 -0.625
Cl 6.714 -0.555 3.474
C -2.741 0.338 1.006
C 1.075 3.012 2.189
H 3.017 -0.103 -2.903
H 2.484 6.024 1.573
C 5.001 -0.648 3.585
H 0.869 2.330 3.007
H -3.538 -2.195 -1.279
H 1.868 5.401 -0.737
C 0.714 2.661 0.888
C 0.262 0.610 -1.057
C 3.015 -0.579 4.984
H 0.671 -2.459 -1.931
O -2.913 -1.997 1.172
C 1.007 3.525 -0.167
C 2.167 -0.784 3.836
C 4.246 -0.843 2.458
C -1.096 -3.555 -3.195
H 0.746 3.251 -1.182
H -1.029 -3.507 -5.332
O 2.122 -1.105 1.490
H -0.192 -4.146 -3.105
C 1.640 4.732 0.083
H -4.416 -1.611 -3.520
C -4.118 0.529 1.057
C -1.897 1.410 0.707
C -2.178 -1.043 1.271
Cl 5.358 -0.268 6.255
H 1.985 4.488 3.446
```

Output
- HOMO (alpha / beta): -0.23897 / -0.30200 Ha
- Energy relative to the best compared isomer or geometry (same formula, charge and spin): 29.2 kJ/mol
- Orbital gap (alpha / beta): 6.3 / 7.0 eV
- 2S+1: 3
- Strongest force on any atom: 0.47 eV Å⁻¹
- LUMO (alpha / beta): -0.1545 / -1.2238 eV
- E: -4283.8788 Eh
- Charge: 0

[5]
C3H7Cl4NO2 | ωB97M-V/def2-TZVPD

```
17
Properties=species:S:1:pos:R:3
Cl -2.685 7.257 2.354
H -0.845 6.404 3.657
H -2.268 5.365 3.739
N 1.833 -1.392 -4.153
O 2.460 -1.739 -3.148
Cl -0.903 4.865 1.872
O 2.194 -1.511 -5.307
C -1.673 5.995 3.077
H -0.086 -0.585 -4.751
H 1.063 -4.592 1.913
C 0.531 -0.715 -3.862
H 0.704 0.206 -3.305
Cl -0.607 -3.040 2.358
C 0.155 -4.640 2.515
H -0.031 -1.421 -3.250
H -0.514 -5.409 2.131
Cl 0.671 -5.048 4.161
```

Output
- SMILES: C[N+](=O)[O-].ClCCl.ClCCl
- HOMO: -0.40623 Ha
- Energy relative to the best compared isomer or geometry (same formula, charge and spin): 34.0 kJ/mol
- Orbital gap: 11.2 eV
- Strongest force on any atom: 1.41 eV Å⁻¹
- LUMO: 0.1664 eV
- E: -2164.3941 Eh
- Charge: 0

[6]
C4H6N2O2 | ωB97M-V/def2-TZVPD

```
14
Properties=species:S:1:pos:R:3
N 0.070 0.963 0.343
C 0.613 -1.185 -0.136
H 3.077 -0.004 0.326
H -2.598 1.179 -0.783
O -0.580 -1.483 0.031
H -3.097 0.239 0.649
C 1.080 0.156 -0.004
O 1.549 -2.106 -0.483
N 2.402 0.612 -0.108
H -2.765 1.967 0.801
H 1.103 -2.964 -0.522
C -1.078 0.762 0.648
C -2.462 1.048 0.293
H 2.687 0.816 -1.056
```

Output
- HOMO: -0.27763 Ha
- Energy relative to the best compared isomer or geometry (same formula, charge and spin): 244.9 kJ/mol
- Orbital gap: 8.0 eV
- Strongest force on any atom: 0.85 eV Å⁻¹
- LUMO: 0.4813 eV
- E: -415.9473 Eh
- Charge: 0

[7]
C19H14Cl2IrN4O4S2Se | ωB97M-V/def2-TZVPD

```
47
Properties=species:S:1:pos:R:3
Se -3.550 -2.850 1.075
H 0.881 6.510 -0.454
C 4.232 -3.162 1.078
C 1.056 3.137 -0.204
C -0.757 1.421 -0.203
C 1.791 -3.049 -0.297
H -2.982 1.304 -4.253
C -3.030 -0.542 -3.114
H 2.535 4.678 -0.243
N -1.840 -0.496 -1.054
C -2.674 0.806 -3.343
H -1.536 5.969 -0.538
Cl 1.204 -5.620 0.314
H 3.690 -5.198 1.531
H -3.645 -1.096 -3.805
H 4.489 -1.118 0.449
C 1.477 4.452 -0.279
C 3.858 -1.995 0.432
C -1.524 0.836 -1.227
C -2.589 -1.141 -1.963
C 0.732 0.098 2.633
H 5.168 -3.202 1.619
H -2.281 3.624 -0.400
C 3.414 -4.281 1.032
O -3.301 -1.199 1.311
N 0.375 1.034 1.825
N -0.436 0.593 0.810
C -0.302 2.821 -0.249
C -1.224 3.858 -0.372
C 2.218 -4.221 0.341
S 0.302 -1.609 2.480
S 0.244 -2.948 -1.062
N 1.500 0.426 3.735
H 1.968 1.315 3.660
H -2.860 -2.159 -1.708
C 0.550 5.480 -0.399
Cl 2.225 -0.482 -1.059
H 1.778 2.338 -0.098
C -0.802 5.178 -0.448
O -4.071 -3.610 2.393
C 2.650 -1.943 -0.236
H -1.651 2.514 -2.588
C -1.938 1.485 -2.421
Ir -1.094 -1.286 0.714
O -4.402 -3.120 -0.272
O -1.909 -3.229 0.743
H 2.059 -0.322 4.110
```

Output
- HOMO (alpha / beta): -0.11360 / -0.19155 Ha
- Energy relative to the best compared isomer or geometry (same formula, charge and spin): 8.1 kJ/mol
- Orbital gap (alpha / beta): 5.4 / 5.1 eV
- 2S+1: 5
- Strongest force on any atom: 0.33 eV Å⁻¹
- LUMO (alpha / beta): 2.3438 / -0.1176 eV
- E: -5474.8995 Eh
- Charge: -1

[8]
C6H10ClI2NO3Ta | ωB97M-V/def2-TZVPD

```
24
Properties=species:S:1:pos:R:3
H 0.453 -0.711 3.526
I 1.203 -1.284 -2.330
Ta -1.537 -0.679 -2.050
C 1.065 -0.568 2.634
I -2.294 -1.702 -4.579
H 0.825 -1.399 0.657
N 0.597 1.807 -4.327
Cl -1.897 -2.802 -0.977
H -0.645 -1.334 1.594
O 1.625 0.751 2.801
O -1.315 1.158 -2.974
O 3.253 2.094 2.089
C -0.171 0.527 0.637
H -2.228 -0.100 0.566
C -1.508 0.377 -0.113
C 2.697 1.036 2.061
H -3.291 -0.352 -1.854
C -0.347 1.447 -3.758
C 0.258 -0.764 1.343
H -0.290 1.314 1.392
H -1.911 1.376 -0.329
H 1.885 -1.292 2.685
H 0.617 0.873 -0.044
H 2.955 0.227 1.351
```

Output
- HOMO: -0.21207 Ha
- Orbital gap: 7.5 eV
- Strongest force on any atom: 1.16 eV Å⁻¹
- LUMO: 1.7256 eV
- E: -1627.8754 Eh
- Charge: -1

[9]
C40H85N7O10 | ωB97M-V/def2-TZVPD

```
142
Properties=species:S:1:pos:R:3
H 6.286 6.653 -0.375
H 2.569 -1.887 -4.373
C -4.105 -1.549 2.470
H 0.261 -6.231 6.511
C 4.518 -1.428 -1.015
H 0.241 5.262 -1.100
H 3.904 -1.252 -0.074
H -1.781 -2.850 -1.994
C -0.989 -2.457 -1.248
H -6.590 4.514 -3.449
H 0.448 -0.782 1.703
C -1.260 6.286 -2.918
H 0.013 -4.604 3.196
C 0.545 2.723 3.765
H 3.843 6.324 0.298
H 0.103 -4.616 7.243
H 7.307 -4.263 1.426
C -2.307 3.021 3.234
N -0.452 -4.764 5.221
H -5.007 2.513 -3.588
C -4.363 3.086 -4.257
H -4.126 -1.253 -1.069
H 0.843 4.659 -4.718
H 3.584 -0.078 3.217
C 6.746 -3.331 1.768
H 0.587 -6.101 3.980
O 0.283 -2.686 -1.875
N 5.424 4.954 0.459
H 5.105 -4.040 0.389
H 3.884 -0.104 -4.335
C 6.365 6.053 0.535
H -2.265 5.940 -3.173
H -3.989 -2.450 3.184
C -6.501 4.350 -4.526
C 5.916 -2.086 -0.484
H 6.121 6.670 1.403
H -6.369 -3.774 0.342
C -1.964 -2.292 1.203
C 2.031 2.819 4.417
H -7.050 3.447 -4.805
C -4.462 5.007 -5.734
H 3.210 0.436 -2.627
C -3.551 -2.095 1.024
H 6.920 3.542 0.611
O -2.171 -3.458 4.452
H -1.145 -5.886 3.608
H -3.003 -0.140 -0.062
C 0.422 4.721 -2.044
H 3.472 4.812 1.170
H -0.321 -3.675 0.625
H -2.630 -4.898 0.740
H 4.553 -2.395 -2.824
O 2.155 -3.496 -2.841
C 1.265 -0.683 -0.471
H 1.426 -4.942 6.098
H -1.641 -2.638 2.263
C 2.967 -0.032 -3.633
H -4.144 -3.045 0.820
C 5.505 -3.036 0.752
H 4.687 -2.573 1.424
H -4.750 -0.292 0.452
H 4.811 -0.414 -1.452
H -6.927 5.205 -5.054
C 2.542 -2.141 -2.374
N 2.220 -1.326 -3.572
C 0.382 -5.158 6.338
O 1.220 3.804 -2.111
H 0.933 0.543 -4.414
H -1.274 -1.365 -1.071
O -6.832 -2.007 -1.738
H -1.520 -5.397 -0.713
H -3.433 3.224 3.130
H -1.521 -3.429 6.371
H 3.103 0.770 0.920
H 6.435 -2.707 -1.299
H 0.096 4.472 5.073
O 5.091 2.687 0.450
H -7.046 -5.402 0.064
H 7.406 -2.418 1.939
N -5.103 4.177 -4.864
H -1.897 2.950 2.165
C -0.476 3.548 4.684
H -0.844 2.974 5.602
H 4.193 2.197 3.846
H -0.444 3.507 -4.303
H 1.860 1.957 -3.689
H -3.519 3.494 -3.695
H -8.053 -3.951 -0.192
H -3.029 -4.280 -0.949
H 1.828 0.261 3.785
C -2.152 -4.561 -0.253
C -3.881 -0.889 -0.019
O 1.953 -3.239 -0.458
H -5.172 -1.157 2.418
H -5.964 -5.298 -3.385
C 1.442 -0.773 1.148
H 6.239 -3.607 2.770
O -1.621 4.064 3.959
H 0.343 -0.074 -0.740
C 2.683 0.614 3.095
O 2.214 -5.421 -1.498
C 2.113 -4.186 -1.558
H -6.215 -3.121 -3.313
H -0.972 7.099 -3.589
H -3.354 -0.767 2.869
H -7.135 -6.173 -2.370
N -6.616 -4.288 -1.661
C -0.194 4.568 -4.384
H -1.258 6.652 -1.890
H -5.441 -5.994 -1.833
C 3.124 2.146 3.422
C 1.968 1.033 -4.374
N -0.329 5.188 -3.079
C -1.438 -3.833 5.349
H 3.635 4.794 -0.598
H 2.269 3.939 4.456
H 2.311 1.290 -5.432
O -3.293 4.916 -6.060
C 2.157 0.635 1.556
H 2.172 -1.585 1.470
H -0.856 5.047 -5.106
H 0.204 1.641 3.609
H -3.977 2.433 -5.044
H 0.513 3.218 2.721
H 1.409 1.489 1.456
H -1.492 -1.244 1.061
C -0.230 -5.381 3.926
C 5.828 3.653 0.509
C -7.046 -4.366 -0.278
H 2.166 -0.048 -0.816
C 1.400 -2.087 -1.201
H 7.387 5.685 0.634
H 3.076 2.766 2.455
C -6.553 -3.067 -2.266
C 4.010 5.246 0.324
H -2.206 1.978 3.696
C -1.257 -3.250 0.125
H 2.062 2.312 5.444
H 6.628 -1.288 -0.058
N 3.949 -2.406 -1.981
H -5.115 5.799 -6.136
C -6.267 -5.508 -2.358
```

Output
- SMILES: CCCCN[C@@]1(NCC)OC(=O)O[C@]1(CCCCCCCCOC)OC[C@H](C)CC(C)C.CN(C)C=O.CN(C)C=O.CN(C)C=O.CN(C)C=O.CN(C)C=O
- HOMO: -0.31272 Ha
- Orbital gap: 9.0 eV
- Strongest force on any atom: 5.05 eV Å⁻¹
- LUMO: 0.4561 eV
- E: -2710.5297 Eh
- Charge: 0

[10]
C5H7NO | ωB97M-V/def2-TZVPD

```
14
Properties=species:S:1:pos:R:3
H 1.424 -2.554 0.236
C 1.414 -1.608 -0.414
H -1.326 -1.514 1.406
H -0.974 0.992 -1.826
C -0.415 0.191 0.121
O 2.151 -1.134 -1.231
C -0.493 -0.877 1.198
H 0.997 1.678 -0.754
H -0.110 2.286 0.713
C 0.010 1.554 -0.110
H 0.276 -0.618 1.944
H -2.028 1.555 -0.404
C -1.180 1.072 -0.792
N 0.254 -1.024 -0.086
```

Output
- HOMO (alpha / beta): -0.16124 / -0.35014 Ha
- Energy relative to the best compared isomer or geometry (same formula, charge and spin): 354.1 kJ/mol
- Orbital gap (alpha / beta): 5.3 / 7.0 eV
- 2S+1: 3
- Strongest force on any atom: 8.80 eV Å⁻¹
- LUMO (alpha / beta): 0.9577 / -2.5105 eV
- E: -324.4130 Eh
- Charge: 0

[11]
C5H10OP2 | ωB97M-V/def2-TZVPD

```
18
Properties=species:S:1:pos:R:3
H -1.933 0.489 3.340
H 1.101 -3.186 -3.109
C 0.738 -2.133 -2.911
H 1.587 1.710 -0.061
C -0.109 0.466 0.141
H 0.233 0.534 -1.964
P -0.391 -0.453 1.596
P 0.191 -1.889 -1.143
C 0.575 1.780 0.301
O -1.091 -1.769 1.591
H 1.553 -1.411 -3.239
C 0.196 -0.204 -1.059
C -1.074 0.759 2.880
H 0.075 2.345 -0.455
H 0.363 2.326 1.287
H -0.218 -2.043 -3.429
H -0.411 0.896 3.688
H -1.385 1.782 2.546
```

Output
- HOMO (alpha / beta): -0.28110 / -0.28333 Ha
- Energy relative to the best compared isomer or geometry (same formula, charge and spin): 249.3 kJ/mol
- Orbital gap (alpha / beta): 6.8 / 6.8 eV
- Strongest force on any atom: 3.65 eV Å⁻¹
- LUMO (alpha / beta): -0.8605 / -0.9172 eV
- E: -954.3569 Eh
- Charge: 0

[12]
C6H6O3 | ωB97M-V/def2-TZVPD

```
15
Properties=species:S:1:pos:R:3
C 0.465 -1.007 -0.829
H -1.011 3.402 0.346
C 0.551 -1.116 0.711
O -1.136 2.800 -0.356
O -0.867 -0.684 -1.222
C 0.485 -0.099 1.557
O 0.429 2.361 1.658
H -1.985 0.731 -2.038
H 1.194 -0.269 -1.032
H 0.613 -2.083 -1.059
H 0.800 -2.170 1.114
C -0.887 1.509 -0.235
H 0.537 -0.390 2.570
C -1.301 0.599 -1.138
C 0.169 1.301 1.158
```

Output
- SMILES: O=C1C=CCOC=C1O
- HOMO: -0.30683 Ha
- Energy relative to the best compared isomer or geometry (same formula, charge and spin): 264.0 kJ/mol
- Orbital gap: 8.2 eV
- Strongest force on any atom: 3.96 eV Å⁻¹
- LUMO: -0.1011 eV
- E: -457.8366 Eh
- Charge: 0

Question: What is the formula in the first record?
Answer: C5H4DyLiO6